1.
This record from the OMol25 dataset describes a structure of composition C45H26BiCl2I4N4S4Sb. The level of theory is wB97M-V/def2-TZVPD.

## Properties
LUMO energy (spin up / spin down) (hartree): 0.10498 / 0.10498
Max |F| (eV Å⁻¹): 0.6
Spin multiplicity: 1
Total charge: -2
Highest occupied orbital energy (spin up / spin down) (eV): -1.465 / -1.684

Each line ends with the Mulliken charge.
Geometry (Å):
Bi  -0.461860  -0.473522  0.714787  0.452
I  0.428446  9.054627  3.950248  -0.014
C  0.130556  7.048278  3.422173  0.010
C  1.162686  6.133683  3.560419  -0.813
C  0.944937  4.799357  3.249273  -0.476
C  -0.310459  4.305583  2.818902  0.864
C  -1.294168  5.299186  2.603710  -0.463
C  -1.091264  6.635775  2.916129  -1.000
C  -0.494612  2.888304  2.489675  0.244
C  -1.637939  2.447411  1.791979  0.367
C  -3.003624  2.873374  1.946406  -1.010
C  -3.765441  2.200828  1.037824  -1.317
C  -2.868504  1.430838  0.213947  0.307
C  -3.056553  0.950780  -1.083837  0.510
C  -4.388385  0.983751  -1.747213  -0.661
C  -5.268370  2.068377  -1.646552  -0.303
C  -6.529402  2.048395  -2.236359  -0.746
C  -6.916346  0.936899  -2.965204  0.029
I  -8.825219  0.879838  -3.829574  0.010
C  -6.051499  -0.132287  -3.141123  -0.911
C  -4.799335  -0.096783  -2.540869  0.056
C  -1.928349  0.606164  -1.926828  0.351
N  -0.683719  0.237028  -1.473715  0.756
C  0.177301  0.236363  -2.543000  -0.298
C  1.545163  -0.217412  -2.497998  1.038
C  2.288338  -0.224323  -3.796811  -0.495
C  1.871366  -1.014492  -4.869263  -0.142
C  2.581739  -1.049148  -6.065002  -0.700
C  3.727085  -0.274038  -6.189460  0.022
I  4.806705  -0.311812  -7.986931  0.021
C  4.167767  0.525937  -5.147388  -0.723
C  3.439755  0.543420  -3.958289  0.051
C  2.175907  -0.803126  -1.426037  -0.211
C  3.333799  -1.681089  -1.585893  -0.861
C  3.462142  -2.395685  -0.459387  -1.689
C  2.445977  -1.921760  0.491060  -0.190
N  1.715909  -0.913957  -0.110164  0.320
C  2.381622  -2.441614  1.770562  1.436
C  1.438119  -0.091441  3.184420  0.495
C  1.831287  0.661919  4.268705  -1.113
C  1.251080  1.928539  4.093350  -0.675
C  0.503043  1.893952  2.909470  -0.446
N  0.635231  0.645427  2.351329  0.665
C  3.012094  -3.765325  2.060864  -0.920
C  3.841066  -3.964839  3.170157  -0.148
C  4.415581  -5.204060  3.436477  -0.720
C  4.146998  -6.264404  2.584555  -0.008
I  5.011782  -8.136087  2.970112  0.006
C  3.319289  -6.107351  1.484762  -0.656
C  2.755193  -4.862283  1.235918  -0.146
C  -0.535469  0.633978  -3.694147  -1.200
C  -1.857996  0.835737  -3.312694  -0.971
N  -1.601685  1.493929  0.793154  -0.409
H  2.141381  6.454877  3.895293  0.342
H  1.783146  4.120310  3.305469  0.591
H  -2.235078  5.037353  2.148657  0.444
H  -1.882519  7.350621  2.738783  0.365
H  -3.371849  3.518029  2.730650  0.681
H  -4.841672  2.235005  0.953758  0.867
H  -4.945951  2.964570  -1.131250  0.608
H  -7.190519  2.898325  -2.135117  0.359
H  -6.346462  -0.990035  -3.732073  0.365
H  -4.121914  -0.931994  -2.671722  0.437
H  0.978171  -1.621363  -4.754902  0.545
H  2.249953  -1.680032  -6.881768  0.356
H  5.059262  1.131833  -5.254515  0.364
H  3.766983  1.169729  -3.134639  0.457
H  3.919391  -1.779384  -2.490674  0.410
H  4.192708  -3.162932  -0.242052  0.486
H  2.431741  0.308619  5.097874  0.436
H  1.286141  2.745377  4.799993  0.671
H  4.044995  -3.131722  3.830959  0.491
H  5.065475  -5.335058  4.293452  0.362
H  3.087188  -6.946303  0.842960  0.371
H  2.085202  -4.734090  0.392540  0.467
H  -0.116701  0.766443  -4.680066  0.521
H  -2.680630  1.163220  -3.937670  0.513
S  -0.776720  -2.925775  6.014477  -0.621
Sb  -1.054539  -2.765995  3.784755  0.978
S  -2.453187  -1.125417  2.996782  -0.463
S  1.571624  -1.824393  3.201173  -0.419
S  -0.785256  -4.616708  2.490208  -0.669
Cl  -2.904749  -2.675287  -0.627783  -0.053
C  -1.714510  -3.982159  -0.697558  0.351
Cl  -0.196706  -3.459964  -1.466860  -0.081
H  -2.127936  -4.788087  -1.284533  0.421
H  -1.494210  -4.268481  0.318779  -0.526

Forces on atoms 1 to 2 (eV/Å):
-0.081 0.089 -0.035
-0.003 -0.016 -0.029

***

2.
This record from the OMol25 dataset describes a structure of composition C45H27I2N10OTa at a distorted geometry. The level of theory is wB97M-V/def2-TZVPD.

## Properties
LUMO energy (spin up / spin down) (hartree): -0.26485 / -0.26491
Max |F| (eV Å⁻¹): 1.7
Spin multiplicity: 1
Total charge: +2
Highest occupied orbital energy (spin up / spin down) (eV): -11.765 / -11.761

Each line ends with the natural charge from an NBO analysis.
Geometry (Å):
Ta  -0.390701  0.099182  0.041074  2.584
C  0.334854  -5.865745  -2.824667  -0.154
C  1.486347  -5.279583  -3.370211  -0.176
C  1.786601  -3.947045  -3.159452  -0.158
C  0.898219  -3.224130  -2.369810  -0.042
C  0.890261  -1.841469  -1.978630  0.481
N  1.782315  -0.986949  -2.410780  -0.442
C  1.667741  0.306003  -2.234463  0.472
C  2.636111  1.239736  -2.758515  -0.035
C  3.798146  1.048608  -3.492233  -0.164
C  4.492698  2.188123  -3.863157  -0.168
C  4.037382  3.466306  -3.522222  -0.159
C  2.870162  3.655824  -2.798029  -0.146
C  2.182024  2.513331  -2.419960  -0.102
C  0.939445  2.328855  -1.696904  0.466
N  0.213230  3.303886  -1.254412  -0.426
C  -0.938324  3.096386  -0.626042  0.411
N  -1.452396  1.887271  -0.233466  -0.704
C  -2.664806  2.173942  0.425743  0.365
N  -3.490515  1.317591  0.951266  -0.384
C  -3.387725  0.017098  0.814410  0.359
N  -2.400466  -0.641786  0.084066  -0.702
C  -2.759743  -1.965682  0.071554  0.377
N  -2.082745  -2.949510  -0.516780  -0.409
C  -0.947164  -2.774243  -1.099560  0.424
N  -0.194640  -1.569369  -1.156202  -0.750
C  -0.246811  -3.807235  -1.827306  -0.091
C  -0.555156  -5.142913  -2.049526  -0.155
C  -3.963047  -2.179689  0.807560  -0.029
C  -4.716959  -3.329268  1.063075  -0.174
C  -5.850580  -3.175405  1.826648  -0.181
C  -6.245475  -1.913525  2.316797  -0.166
C  -5.517448  -0.774731  2.056584  -0.167
C  -4.353887  -0.924724  1.297756  -0.088
C  -2.875783  3.594515  0.441939  -0.093
C  -3.907007  4.378328  0.960655  -0.168
C  -3.798457  5.742232  0.792098  -0.158
C  -2.705550  6.324339  0.119707  -0.181
C  -1.689572  5.555797  -0.402587  -0.165
C  -1.790099  4.172905  -0.226256  -0.047
N  0.644064  0.966016  -1.585996  -0.706
H  0.140877  -6.910676  -3.025244  0.241
H  2.144040  -5.890104  -3.973224  0.242
H  2.665541  -3.482444  -3.582673  0.245
H  4.140733  0.059277  -3.759016  0.245
H  5.406931  2.095854  -4.433062  0.241
H  4.614624  4.324031  -3.839042  0.241
H  2.509745  4.641274  -2.540167  0.243
H  -1.448387  -5.590404  -1.637817  0.245
H  -4.420084  -4.291667  0.670654  0.239
H  -6.466171  -4.034538  2.055303  0.238
H  -7.150853  -1.849537  2.904884  0.238
H  -5.827193  0.196374  2.416280  0.239
H  -4.752074  3.928997  1.462439  0.242
H  -4.572439  6.392678  1.176350  0.240
H  -2.677913  7.399803  0.012611  0.240
H  -0.853031  5.991669  -0.929860  0.242
I  4.246127  -0.407005  6.285549  0.232
C  3.260779  -0.194132  4.462352  -0.158
C  3.282570  -1.227553  3.540671  -0.253
C  2.625581  -1.100812  2.317808  -0.210
I  2.669699  -2.708131  0.996966  0.221
C  1.957606  0.081286  2.038311  0.318
O  1.306638  0.293494  0.862605  -0.786
C  1.914134  1.126901  2.965884  -0.094
C  1.140643  2.370148  2.626387  -0.229
N  -0.256476  2.077743  2.270406  -0.615
C  -1.048217  1.531210  3.357341  -0.280
C  -1.049573  0.027355  3.350653  0.251
C  -1.338846  -0.660350  4.522287  -0.186
C  -1.322954  -2.040095  4.543111  -0.113
C  -0.991782  -2.715091  3.374302  -0.228
C  -0.734693  -1.971274  2.248878  0.053
N  -0.774016  -0.622381  2.211056  -0.571
C  2.570879  0.979934  4.175041  -0.208
H  3.810767  -2.142816  3.770140  0.250
H  1.597983  2.870698  1.768464  0.227
H  1.196055  3.058547  3.476949  0.208
H  -0.685238  2.935128  1.941923  0.393
H  -2.080794  1.880236  3.271788  0.249
H  -0.687134  1.857157  4.340242  0.219
H  -1.558947  -0.092536  5.415990  0.238
H  -1.548980  -2.580620  5.451828  0.249
H  -0.930668  -3.792284  3.328726  0.253
H  -0.455017  -2.481466  1.334625  0.223
H  2.544478  1.783784  4.899826  0.238

Forces on atoms 1 to 2 (eV/Å):
-0.540 1.042 1.238
-0.060 -0.017 0.032

***

Look up the total charge of the second one.
+2

***

Look up the max |F| of the first one.
0.6 eV Å⁻¹